Entry 1:
Molecular formula: C18H26Br2Cl3N3O4RbS2
Method: DFT, ωB97M-V/def2-TZVPD

Last column: Mulliken charge in e.
Cartesian coordinates (Å):
Rb: 0.2104 -0.6225 -0.7875  0.8084
Br: -0.3195 0.3923 2.7297  -0.1747
C: -0.7768 2.0272 1.8587  0.3804
Br: 0.8150 2.9950 1.5055  -0.1125
H: -1.3925 2.6246 2.5308  0.3173
H: -1.2729 1.8177 0.9145  -0.4824
C: 7.8860 2.2539 2.2837  -1.8647
C: 8.1172 1.1744 1.2222  2.0293
C: 9.1339 1.7191 0.2118  -1.8767
C: 8.7320 -0.0694 1.8840  -1.9105
C: 6.7868 0.7336 0.4984  1.8434
O: 7.0425 -0.4098 -0.2861  -0.7101
C: 6.0828 1.8528 -0.3074  -0.8846
C: 6.5264 2.1049 -1.7589  -0.9656
C: 6.3358 0.9232 -2.6745  -0.6616
C: 5.0974 0.3024 -2.8060  1.1316
C: 4.9255 -0.7827 -3.6454  -1.1828
C: 6.0074 -1.2574 -4.3693  0.4566
Cl: 5.8155 -2.6253 -5.4087  -0.2548
C: 7.2503 -0.6577 -4.2606  -1.0086
C: 7.4059 0.4248 -3.4129  0.3015
C: 5.7851 0.2542 1.5883  -1.7208
N: 4.6435 -0.4001 1.0317  1.1931
C: 3.4225 0.0943 0.7787  -0.3123
N: 2.6610 -0.8512 0.2711  0.1605
C: 3.4785 -1.9224 0.2274  -0.5550
N: 4.6805 -1.6870 0.6868  -1.0565
H: 8.8410 2.5260 2.7278  0.4866
H: 7.2387 1.9062 3.0822  0.3746
H: 7.4493 3.1535 1.8581  0.3465
H: 10.0875 1.8813 0.7101  0.5638
H: 8.8128 2.6719 -0.1970  0.2702
H: 9.2957 1.0159 -0.6008  0.3187
H: 9.7750 0.1090 2.1311  0.4737
H: 8.6699 -0.9105 1.1976  0.3942
H: 8.2145 -0.3313 2.8028  0.3819
H: 7.3870 -0.1414 -1.1450  0.4954
H: 6.1583 2.7837 0.2524  0.4391
H: 5.0221 1.6080 -0.3565  0.0636
H: 7.5657 2.4312 -1.8094  0.2055
H: 5.9030 2.9257 -2.1271  0.4139
H: 4.2445 0.6604 -2.2536  -0.0268
H: 3.9575 -1.2531 -3.7288  0.5030
H: 8.0883 -1.0324 -4.8273  0.4097
H: 8.3840 0.8774 -3.3199  0.3541
H: 5.4395 1.0972 2.1847  0.2708
H: 6.2822 -0.4921 2.2035  0.4471
H: 3.1163 1.1014 0.9924  0.3478
H: 3.1665 -2.8785 -0.1389  0.4183
Cl: 1.8469 1.6365 -2.5091  -0.0932
C: 0.7484 0.9475 -3.6712  -0.0072
Cl: 0.9127 -0.7911 -3.6691  -0.2083
H: 1.0122 1.3046 -4.6652  0.4000
H: -0.2975 1.1980 -3.4014  -0.2655
O: -0.6724 1.6084 -0.9749  -0.7756
S: -2.0915 1.1225 -1.0339  1.1623
O: -2.0875 -0.2195 -0.3955  -0.7788
O: -2.9733 2.0526 -0.3288  -0.7032
S: -2.5217 0.9566 -2.9570  -0.5698

Cartesian forces, eV/Å:
1.6809 -2.1667 0.2892
-0.0898 -0.5929 0.3265
-0.5649 0.2612 0.3584
0.5979 0.6425 -0.2231
0.1463 -0.2019 -0.1165
0.2260 0.1937 0.4775
-0.0180 -0.1630 -0.1847
-0.0131 -0.0851 -0.0558
-0.2470 -0.0669 0.1495
-0.0897 0.1158 -0.1234
-0.1186 0.3452 0.4089
0.0736 -0.0030 -0.0496
0.2403 -0.1766 -0.0961
-0.0891 0.0071 0.1939
0.0875 0.0312 -0.2560
0.1354 -0.0397 -0.0461
0.0248 0.0113 0.0274
0.1514 0.1875 0.1525
-0.0536 -0.2098 -0.1784
-0.0970 -0.1666 -0.0758
-0.1086 0.1039 0.0811
0.7011 0.0009 -0.2476
-0.6291 0.2177 -0.0768
-0.1130 -0.2865 -0.0315
0.2881 0.2835 0.1929
0.0763 0.3183 0.1516
0.6016 -0.8765 0.0391
0.1075 0.0540 0.0806
-0.0710 -0.0390 0.1729
-0.0295 0.1537 -0.0241
0.1059 -0.0031 0.0358
-0.0169 0.1451 -0.0884
0.0740 -0.0853 -0.1690
0.1434 0.0646 0.0726
0.1005 -0.0806 0.0677
0.0020 -0.0641 0.1364
-0.0769 -0.1011 -0.0060
-0.0318 0.0900 0.0355
-0.0271 0.0406 0.0270
-0.0886 0.0415 -0.0518
0.1179 0.0326 -0.0219
-0.1052 0.0430 0.0723
-0.0867 -0.0331 -0.0457
0.0429 -0.0788 -0.0638
0.0781 0.1232 -0.0047
0.0360 -0.0799 0.0368
-0.0821 0.1516 0.1687
-0.0588 0.1958 0.0691
0.0320 -0.2924 -0.0686
0.6916 0.7175 0.3256
-0.5587 0.6475 -0.4634
0.1925 -1.0494 -0.9214
-0.0183 -0.0232 0.1464
0.2941 -0.1024 -0.0007
-0.7069 1.1957 -0.2426
-0.4452 0.5451 0.1539
-1.8940 0.4168 0.1989
0.0109 -0.1408 -0.1376
-0.5315 -0.1699 -0.5774

Calculated values
- 2S+1 = 1
- total charge = -1
- highest occupied orbital energy (eV) = -3.9


Entry 2:
Molecular formula: C2H7INO
Method: DFT, ωB97M-V/def2-TZVPD

Last column: Mulliken charge in e.
Cartesian coordinates (Å):
C: -0.7619 0.0739 -0.7148  -0.9598
C: 2.0422 -0.5529 0.4533  -0.3688
N: -1.6234 0.6924 0.3261  -0.2390
O: 2.8605 0.3925 0.1579  -0.3577
I: 1.4759 -0.6199 2.4570  0.1233
H: -0.0158 0.7328 -0.9847  0.4744
H: -1.2703 -0.5630 -1.3383  0.4047
H: 1.5821 -1.2970 -0.2054  0.5608
H: -2.3313 1.1887 -0.2115  0.3601
H: -0.9244 1.1632 0.8481  0.2908
H: -2.0464 0.0528 0.9691  0.3280
H: 3.1841 0.3325 -0.7874  0.3831

Cartesian forces, eV/Å:
0.3389 -0.4924 2.1728
-2.2526 -1.1800 1.1122
0.5712 -1.1151 -1.6746
1.2446 0.7106 -2.0310
0.1032 0.0014 -0.4757
1.1258 1.1801 -0.9727
-0.8158 -1.3433 -1.4743
0.6475 0.3424 -0.0083
-0.1388 0.8995 0.8612
0.0761 1.7300 0.9303
-0.5258 -0.8216 0.3240
-0.3744 0.0884 1.2360

Calculated values
- 2S+1 = 1
- total charge = +1
- highest occupied orbital energy (alpha / beta) (eV) = -13.3 / -10.9


Values of energy, in order: -8515.88585; -507.66874, all in Ha.